[1]
{"formula": "H3OPS2", "method": "ωB97M-V/def2-TZVPD", "lumo_energy_ev": -0.9, "homo_ev": -9.41, "gap_ev": 8.53, "elements": ["O", "P", "S", "S", "H", "H", "H"], "xyz": [[0.22591, 1.05649, -0.95998], [-0.38005, 0.09727, 0.17345], [-2.31184, 0.12282, 0.16193], [0.61737, -1.66945, -0.18759], [-0.34432, 1.32926, -1.70522], [0.74472, 0.35140, 1.79756], [1.44819, -1.28781, 0.71986]], "forces_ev_per_angstrom": [[0.467, 0.480, 0.001], [0.744, 0.660, 1.649], [0.741, -0.133, 0.327], [-0.960, -1.031, -0.927], [-0.036, -0.258, 0.815], [-2.173, 0.209, -2.771], [1.217, 0.074, 0.905]]}

=====

[2]
{"formula": "C39H29HgN13O2S2", "method": "ωB97M-V/def2-TZVPD", "lumo_energy_ev": [-2.7, -2.9], "homo_ev": [-9.91, -10.30], "gap_ev": [7.22, 7.39], "spin_multiplicity": 2, "charge": 1, "elements": ["Hg", "C", "N", "C", "N", "C", "N", "C", "C", "C", "C", "C", "C", "C", "N", "N", "C", "O", "C", "C", "C", "C", "C", "C", "N", "C", "N", "C", "N", "C", "H", "H", "H", "H", "H", "H", "H", "H", "H", "H", "H", "H", "H", "H", "H", "H", "S", "C", "N", "C", "C", "C", "C", "C", "C", "S", "H", "H", "H", "H", "N", "C", "C", "C", "C", "C", "C", "N", "C", "C", "C", "C", "N", "C", "C", "H", "H", "H", "H", "H", "H", "H", "H", "H", "O", "N"], "xyz": [[-0.84040, -0.53312, -1.04631], [-3.72729, 2.06099, 3.18072], [-2.86281, 1.07732, 2.51327], [-2.57632, 0.96657, 1.22417], [-1.59710, 0.08621, 1.07691], [-1.31357, -0.30994, 2.34822], [-2.05697, 0.27034, 3.25595], [-3.23586, 3.46130, 2.93038], [-4.12740, 4.49782, 2.69638], [-3.66032, 5.79417, 2.50014], [-2.30022, 6.05059, 2.51012], [-1.40735, 5.00600, 2.72568], [-1.87086, 3.71877, 2.94261], [0.03171, 5.28879, 2.70138], [0.64216, 6.38022, 2.96470], [2.01147, 6.12156, 2.72231], [2.07118, 4.90724, 2.32782], [0.86351, 4.28529, 2.31343], [3.25630, 4.13665, 1.92233], [4.41247, 4.26081, 2.67987], [5.54778, 3.55446, 2.31329], [5.52132, 2.73834, 1.19287], [4.37180, 2.63498, 0.41297], [4.47229, 1.84312, -0.86629], [3.22670, 1.17901, -1.28225], [2.28217, 0.58447, -0.56739], [1.40409, 0.02329, -1.38597], [1.86565, 0.34037, -2.62800], [2.96574, 1.05062, -2.61231], [3.23226, 3.33347, 0.78483], [-3.66633, 1.79256, 4.23300], [-4.75563, 1.92707, 2.85209], [-3.06670, 1.50923, 0.42826], [-0.56269, -1.04287, 2.59682], [-5.19343, 4.30054, 2.67200], [-4.35888, 6.60110, 2.32355], [-1.91863, 7.04946, 2.34274], [-1.16357, 2.91626, 3.12492], [4.40947, 4.90322, 3.55111], [6.45016, 3.63533, 2.90480], [6.41184, 2.18694, 0.91127], [5.24967, 1.08762, -0.77610], [4.73274, 2.48216, -1.70666], [2.26271, 0.57842, 0.51121], [1.35714, 0.05851, -3.53816], [2.33222, 3.29571, 0.17931], [-1.91059, -0.24245, -3.94874], [-1.45360, 1.36804, -3.49237], [-1.09406, 1.69284, -2.28390], [-0.77618, 3.04978, -2.19084], [-0.33928, 3.70692, -1.03862], [-0.03353, 5.05250, -1.12489], [-0.16351, 5.74994, -2.33477], [-0.60394, 5.11121, -3.47535], [-0.90799, 3.75227, -3.38769], [-1.45735, 2.67413, -4.62274], [-0.25269, 3.17016, -0.09977], [0.30929, 5.58978, -0.25128], [0.08541, 6.80216, -2.37436], [-0.70205, 5.65066, -4.40845], [0.66025, -7.85964, -0.80702], [0.30425, -9.19293, -0.93279], [1.03317, -10.37544, -0.79160], [0.33485, -11.54536, -0.99530], [-1.03730, -11.54354, -1.32727], [-1.73832, -10.36689, -1.46252], [-1.04474, -9.17039, -1.25972], [-1.50754, -7.85787, -1.33547], [-0.46785, -7.13084, -1.06214], [-0.50054, -5.65365, -1.03131], [0.60949, -4.88435, -0.71130], [0.49571, -3.50800, -0.71118], [-0.64877, -2.88866, -1.00077], [-1.72214, -3.62555, -1.31552], [-1.68739, -5.00359, -1.34011], [1.57508, -7.50835, -0.58800], [2.08502, -10.38242, -0.53815], [0.85100, -12.49156, -0.89903], [-1.54254, -12.48802, -1.47811], [-2.78995, -10.35526, -1.71796], [1.56642, -5.32425, -0.46465], [1.34729, -2.87822, -0.48430], [-2.62159, -3.07606, -1.56093], [-2.56627, -5.57800, -1.59899], [-3.78780, 0.15923, -1.86553], [-3.02200, -0.68933, -2.14855]], "forces_ev_per_angstrom": [[0.051, 0.167, -0.187], [0.130, -0.289, -0.057], [-0.068, 0.113, 0.450], [-0.010, -0.015, -0.024], [0.109, -0.079, -0.265], [-0.027, -0.133, 0.076], [-0.089, 0.224, -0.485], [0.042, 0.064, -0.053], [-0.035, 0.115, 0.042], [0.023, -0.077, -0.003], [-0.132, 0.069, 0.020], [0.164, 0.204, 0.022], [0.031, -0.056, -0.014], [-0.508, -0.378, 0.012], [0.708, 0.052, -0.082], [-0.609, 0.336, 0.051], [0.327, -0.498, -0.017], [0.010, 0.164, -0.251], [-0.075, 0.153, 0.099], [0.131, -0.028, 0.023], [-0.048, -0.010, -0.010], [0.016, 0.025, 0.054], [0.106, -0.041, 0.012], [-0.358, -0.090, -0.066], [0.290, 0.372, -0.297], [0.132, -0.119, 0.068], [-0.173, -0.029, 0.058], [0.001, 0.149, -0.134], [-0.076, -0.291, 0.468], [-0.074, 0.059, -0.004], [-0.069, 0.044, 0.061], [-0.012, -0.008, -0.067], [0.016, -0.017, 0.059], [-0.024, 0.030, -0.024], [0.035, -0.003, 0.000], [-0.003, -0.029, -0.001], [-0.009, -0.025, 0.012], [-0.018, 0.041, 0.003], [0.011, -0.019, -0.035], [-0.016, -0.006, -0.022], [-0.035, 0.017, 0.001], [0.033, -0.068, -0.008], [0.015, 0.067, -0.033], [-0.011, -0.024, -0.045], [0.019, 0.004, 0.047], [0.029, -0.002, 0.010], [0.601, 0.380, -0.382], [-0.201, -0.502, -0.196], [0.176, 0.126, 0.464], [-0.009, -0.353, 0.312], [0.012, 0.079, -0.020], [-0.038, -0.010, -0.089], [0.026, -0.040, 0.108], [0.010, -0.123, 0.029], [0.067, 0.211, -0.095], [-0.125, 0.047, -0.335], [-0.001, -0.009, -0.001], [0.016, 0.006, 0.089], [-0.011, -0.016, 0.018], [-0.019, -0.042, 0.011], [0.104, -0.232, 0.022], [0.530, 0.197, 0.131], [-0.120, 0.052, -0.027], [-0.107, -0.026, -0.027], [0.125, 0.046, 0.031], [-0.046, -0.028, -0.013], [-0.627, 0.148, -0.147], [0.052, -0.479, 0.005], [0.110, 0.661, 0.036], [0.028, -0.629, -0.003], [0.174, 0.178, 0.047], [0.002, -0.081, -0.017], [-0.044, 0.346, -0.059], [0.014, -0.043, 0.011], [-0.199, 0.148, -0.052], [-0.032, -0.031, -0.011], [-0.016, 0.022, -0.002], [-0.015, 0.007, -0.003], [0.018, 0.004, 0.005], [0.033, 0.003, 0.009], [-0.024, 0.003, -0.009], [-0.010, 0.006, 0.007], [-0.008, -0.021, -0.002], [0.041, 0.003, 0.009], [-0.213, 0.320, 0.083], [-0.222, -0.460, 0.597]]}

=====

[3]
{"formula": "C4H5NO5", "method": "ωB97M-V/def2-TZVPD", "lumo_energy_ev": [-3.2, -3.1], "homo_ev": [-10.43, -10.70], "gap_ev": [7.20, 7.64], "elements": ["C", "C", "C", "C", "N", "O", "O", "O", "O", "O", "H", "H", "H", "H", "H"], "xyz": [[-2.23814, 1.76652, -0.12843], [-0.65208, 0.10721, 0.51962], [-1.44832, -0.83383, -0.30064], [0.77480, 0.44057, 0.08654], [-2.79095, -1.38507, 0.12787], [-2.72604, 2.86376, -0.06244], [-3.17568, -1.15445, 1.25021], [-3.37454, -2.02492, -0.70918], [-1.35031, 1.31469, 0.80907], [-2.41512, 0.94958, -1.10019], [-0.70717, -0.50920, 1.42776], [-1.04513, -1.11660, -1.21676], [0.62426, 0.98817, -0.86903], [1.40798, -0.48828, -0.30113], [1.24004, 0.93846, 0.79818]], "forces_ev_per_angstrom": [[0.341, 0.848, 0.022], [-0.646, -0.681, 1.525], [-2.508, 4.854, -0.966], [-2.024, -4.356, -5.732], [0.681, -0.153, 0.092], [0.103, -0.290, 0.367], [0.495, 0.266, -0.019], [0.193, -0.013, -0.358], [0.478, -0.447, 0.788], [0.681, -3.360, -0.346], [0.632, 0.475, 0.874], [0.265, -1.495, -1.436], [0.459, 0.306, 0.767], [-1.374, 1.628, 1.317], [2.224, 2.420, 3.106]]}

=====

[4]
{"formula": "C10H11ClDyF5OY", "method": "ωB97M-V/def2-TZVPD", "lumo_energy_ev": [2.4, 1.5], "homo_ev": [-2.99, -4.61], "gap_ev": [5.36, 6.16], "spin_multiplicity": 6, "charge": -1, "elements": ["Dy", "Cl", "C", "H", "H", "H", "Y", "C", "C", "C", "H", "H", "H", "H", "H", "H", "H", "H", "F", "C", "C", "F", "C", "F", "C", "O", "C", "F", "C", "F"], "xyz": [[0.15137, -0.07051, 0.20109], [-0.15595, 1.61651, -1.56524], [-1.91615, -0.90648, 0.37169], [-1.96517, -1.71943, 1.06869], [-2.29820, -1.32821, -0.55820], [-2.69518, -0.22590, 0.72182], [0.47652, 0.15912, -4.38718], [-1.78914, 0.78512, -4.55229], [2.37830, 1.42133, -3.80822], [0.95627, -1.75868, -5.42803], [2.76619, 0.73943, -3.03249], [2.99544, 1.52651, -4.71121], [1.93634, 2.33170, -3.39056], [-2.21022, -0.01901, -3.92640], [-1.79629, 1.76459, -4.06395], [-2.06150, 0.75519, -5.61724], [0.18516, -2.42173, -5.87094], [1.99108, -2.14488, -5.54075], [-0.00300, -1.03988, 7.03972], [0.12690, -0.55299, 5.78929], [0.29166, 0.81337, 5.61527], [0.32255, 1.64089, 6.67487], [0.42156, 1.35731, 4.33587], [0.57453, 2.66487, 4.12060], [0.36060, 0.47692, 3.21399], [0.42247, 0.98410, 1.99047], [0.23088, -0.89440, 3.44159], [0.26740, -1.73902, 2.27485], [0.09750, -1.44081, 4.69498], [-0.06193, -2.77503, 4.89795]], "forces_ev_per_angstrom": [[1.733, -1.310, -0.977], [-0.098, 0.966, -1.870], [-2.002, -0.437, -0.063], [0.064, -0.843, 0.680], [-0.140, -0.053, -0.458], [-0.164, 0.330, -0.045], [-0.535, 1.159, 1.700], [0.987, -0.078, -0.355], [-0.698, -0.286, -0.635], [0.339, -1.246, -0.675], [0.328, 0.452, -0.193], [0.344, 0.245, 0.591], [0.642, 0.024, -0.047], [-0.354, 0.379, -0.286], [-0.575, -0.143, -0.217], [-0.555, 0.120, 0.442], [0.646, -0.009, 0.054], [-0.615, -0.192, -0.173], [-0.005, -0.016, -0.059], [-0.059, -0.769, -0.171], [0.139, 0.767, -0.774], [-0.029, -0.355, 0.005], [-0.285, -1.735, -0.158], [-0.045, -0.202, 0.291], [0.181, 1.786, -0.952], [0.503, 0.192, 2.979], [0.111, -1.194, -1.591], [0.015, 1.334, 2.285], [-0.042, 0.070, 0.813], [0.170, 1.044, -0.141]]}

=====

[5]
{"formula": "C8H6GdNO5", "method": "ωB97M-V/def2-TZVPD", "lumo_energy_ev": [-9.5, -9.4], "homo_ev": [-15.77, -15.04], "gap_ev": [6.22, 5.68], "spin_multiplicity": 8, "charge": 2, "elements": ["O", "C", "Gd", "O", "C", "C", "O", "C", "O", "C", "O", "H", "C", "C", "C", "N", "H", "H", "H", "H", "H"], "xyz": [[-0.77554, -1.59404, -5.00540], [-0.38966, -1.20707, -3.99336], [-0.86089, -0.38377, -1.25792], [-3.62817, -1.32217, -3.41481], [-2.75995, -1.02437, -2.72012], [1.63509, -0.41750, -1.59719], [2.68460, -0.13104, -1.09538], [-0.05998, 1.57699, -2.41857], [0.22298, 2.50854, -3.03118], [0.28526, -2.45312, -1.17115], [0.75159, -3.50420, -1.25667], [1.68867, -0.63578, -2.73617], [0.74414, 1.56776, 3.85094], [-0.35761, 0.57757, 3.41466], [-0.29470, 0.34195, 2.02088], [-0.29784, 0.07571, 0.87998], [1.72404, 1.12546, 3.65333], [0.69610, 1.79901, 4.91236], [0.61574, 2.52441, 3.33252], [-0.26947, -0.38839, 3.94661], [-1.35441, 0.96405, 3.68667]], "forces_ev_per_angstrom": [[1.660, 1.372, 3.507], [-1.549, -1.439, -3.780], [0.678, 0.656, 1.323], [3.343, 1.197, 2.795], [-5.173, -1.749, -3.823], [2.009, 0.609, -1.580], [-1.958, -0.380, 0.286], [1.282, 5.288, -3.342], [-0.876, -3.621, 2.414], [1.873, -6.186, -0.140], [-1.389, 4.075, 0.351], [0.047, -0.062, 0.682], [0.250, 0.217, -0.107], [-0.023, 0.359, 1.713], [-0.465, -1.091, -2.634], [0.121, 0.869, 3.093], [-0.084, 0.293, -0.060], [-0.236, -0.292, 0.042], [0.222, -0.265, -0.036], [0.082, 0.235, -0.354], [0.189, -0.083, -0.351]]}

=====

[6]
{"formula": "CH4P2S3", "method": "ωB97M-V/def2-TZVPD", "smiles": "CSP1#S#[PH]S1", "lumo_energy_ev": -0.6, "homo_ev": -8.19, "gap_ev": 7.59, "elements": ["C", "S", "P", "S", "P", "S", "H", "H", "H", "H"], "xyz": [[2.46811, -0.55101, -0.39919], [0.98516, 0.33682, -1.00805], [-0.57600, 0.59848, 1.04249], [-1.85876, 1.92602, 0.08403], [-3.13031, 0.27156, -0.36011], [-1.86213, -1.03651, 0.71123], [2.09256, -1.32854, 0.27990], [3.12922, 0.11828, 0.12896], [2.76104, -1.07911, -1.19787], [-4.00889, 0.74401, 0.71860]], "forces_ev_per_angstrom": [[-2.941, 1.202, 3.222], [-1.249, 0.423, 1.791], [2.091, -0.373, -1.745], [0.215, 0.521, -0.232], [-1.072, 0.664, 0.381], [-0.074, -0.292, 0.354], [0.255, 0.250, 0.166], [0.506, -0.089, -0.317], [1.955, -1.490, -2.981], [0.314, -0.816, -0.638]]}